# 1
# C4H12

A cluster of 2 separate species, C4H12 in total (ωB97M-V/def2-TZVPD, OMol25).

Results
energy relative to the best compared isomer or geometry (same formula, charge and spin)	0.994	eV
E_LUMO	1.2	eV
SMILES string	CC.CC
frontier orbital gap	12.2	eV
net charge	0

Last column: natural (NBO) charge in e.
Element x y z (Å)
C -0.572 0.177 2.123  -0.63
C 0.883 0.208 1.582  -0.62
H -1.402 0.104 1.403  0.21
H -0.875 -0.845 2.410  0.20
H -0.631 0.933 2.893  0.21
H 1.227 1.231 1.607  0.21
H 0.816 -0.292 0.602  0.21
H 1.379 -0.497 2.253  0.21
C 0.177 -0.868 -1.916  -0.63
C -0.406 0.540 -1.774  -0.62
H -0.487 -1.701 -1.704  0.21
H 0.580 -0.928 -2.934  0.21
H 1.101 -0.880 -1.332  0.21
H -0.071 0.993 -0.837  0.21
H -1.496 0.603 -1.762  0.21
H -0.223 1.221 -2.614  0.21

Forces on the atoms, in the same order (eV/Å):
C -0.4 -1.4 -0.7
C -2.1 -1.6 0.0
H 0.4 1.9 -0.5
H 1.0 0.2 1.4
H -0.9 -0.2 0.2
H 0.6 -0.1 -0.3
H 0.8 0.7 0.2
H 0.8 0.6 -0.1
C 1.1 1.1 -1.0
C -1.0 0.6 0.2
H 0.1 0.1 0.1
H -0.4 -0.5 0.0
H -0.3 -0.5 0.3
H -0.1 0.2 -0.3
H -0.1 -0.5 0.3
H 0.7 -0.3 0.2

=====

# 2
# C18H16AuN3OPSSe2

A structure of composition C18H16AuN3OPSSe2 (ωB97M-V/def2-TZVPD, OMol25).

Results
energy relative to the best compared isomer or geometry (same formula, charge and spin)	1.493	eV
E_LUMO (spin up / spin down)	-6.9 / -7.0	eV
frontier orbital gap (spin up / spin down)	4.0 / 4.0	eV
net charge	+1

Last column: natural (NBO) charge in e.
Element x y z (Å)
Au -1.417 -1.154 -1.929  1.04
Se 1.018 -1.007 -1.891  -0.22
P 0.925 -0.999 0.286  1.04
Se -1.238 -0.867 0.601  -0.04
C 1.630 -2.482 0.995  -0.38
C 0.843 -3.494 1.536  -0.20
C 1.452 -4.638 2.028  -0.20
C 2.830 -4.770 1.974  -0.15
C 3.615 -3.757 1.435  -0.19
C 3.021 -2.610 0.946  -0.20
C 1.798 0.382 1.008  -0.48
C 1.731 0.527 2.396  -0.12
C 2.359 1.598 3.000  -0.21
C 3.060 2.517 2.226  -0.16
C 3.138 2.364 0.851  -0.20
C 2.500 1.298 0.234  -0.18
H -0.234 -3.392 1.573  0.23
H 0.846 -5.427 2.452  0.24
H 3.300 -5.667 2.355  0.24
H 4.691 -3.862 1.402  0.24
H 3.634 -1.818 0.533  0.23
H 1.201 -0.200 3.002  0.22
H 2.314 1.714 4.074  0.24
H 3.550 3.356 2.702  0.24
H 3.697 3.073 0.257  0.23
H 2.554 1.178 -0.840  0.23
C -2.029 3.428 -0.732  -0.81
S -0.915 2.299 -1.556  1.24
C -0.371 3.377 -2.875  -0.82
O -1.814 1.280 -2.216  -1.04
H -1.460 4.277 -0.359  0.24
H -2.475 2.889 0.101  0.25
H -2.797 3.743 -1.436  0.25
H 0.149 4.231 -2.445  0.24
H -1.238 3.693 -3.453  0.25
H 0.311 2.805 -3.500  0.25
N -3.419 -1.541 -1.966  -0.62
C -4.493 -1.075 -2.030  0.51
C -5.748 -0.562 -2.109  -0.44
C -6.415 -0.225 -0.906  0.27
N -6.952 0.065 0.069  -0.27
C -6.340 -0.359 -3.379  0.26
N -6.812 -0.190 -4.414  -0.25

Forces on the atoms, in the same order (eV/Å):
Au -0.4 0.4 0.6
Se -0.3 0.0 -0.2
P 0.5 -0.2 0.5
Se -0.2 -0.1 -0.7
C -0.1 -0.1 0.0
C 0.0 0.0 -0.1
C 0.0 0.0 0.0
C 0.0 0.0 0.0
C 0.0 0.0 0.0
C 0.0 0.1 0.0
C -0.1 0.1 0.0
C 0.0 -0.1 0.0
C 0.0 0.0 0.0
C 0.0 0.0 0.0
C 0.0 0.0 0.0
C 0.0 0.0 0.0
H 0.0 0.0 0.0
H 0.0 0.0 0.0
H 0.0 0.0 0.0
H 0.0 0.0 0.0
H 0.0 0.0 0.0
H 0.0 0.0 0.0
H 0.0 0.0 0.0
H 0.0 0.0 0.0
H 0.0 0.0 0.0
H 0.0 0.0 0.0
C 0.0 -0.1 0.0
S 0.1 0.1 0.1
C 0.0 0.0 0.0
O -0.1 -0.1 -0.3
H 0.0 0.0 0.0
H 0.0 0.0 0.0
H 0.0 0.0 0.0
H 0.0 0.0 0.0
H 0.0 0.0 0.0
H 0.0 0.0 0.0
N 0.4 -0.6 0.1
C 0.1 0.5 -0.1
C 0.3 -0.2 0.1
C -0.2 -0.1 0.1
N 0.0 0.0 0.1
C 0.0 0.1 -0.1
N 0.0 0.0 -0.1

=====

# 3
# C3H2O2S2

A cluster of 2 separate species, C3H2O2S2 in total (ωB97M-V/def2-TZVPD, OMol25).

Results
energy relative to the best compared isomer or geometry (same formula, charge and spin)	8.526	eV
E_LUMO (spin up / spin down)	-2.4 / -1.3	eV
frontier orbital gap (spin up / spin down)	7.6 / 7.6	eV
net charge	0

Last column: natural (NBO) charge in e.
Element x y z (Å)
C 1.166 0.859 0.082  -0.43
C 1.041 -0.491 0.075  -0.41
C -1.222 0.476 -0.483  -0.27
O -3.071 0.408 0.286  -0.30
O -1.068 -2.166 -0.485  -0.91
S -0.230 1.794 -0.121  0.50
S -0.755 -1.030 0.348  1.33
H 2.174 1.215 -0.078  0.26
H 1.965 -1.064 0.377  0.25

Forces on the atoms, in the same order (eV/Å):
C 1.1 -2.6 -0.9
C 0.0 0.5 1.9
C -4.1 -0.7 2.4
O 3.9 0.6 -1.7
O -0.3 -1.1 -0.2
S -1.1 1.6 -0.3
S 2.0 0.7 -0.8
H -0.1 0.8 0.4
H -1.4 0.1 -0.8

=====

# 4
# C22H22BrFN5O7S

A cluster of 2 separate species, C22H22BrFN5O7S in total (ωB97M-V/def2-TZVPD, OMol25).

Results
E_LUMO	1.7	eV
frontier orbital gap	6.6	eV
net charge	-1

Last column: natural (NBO) charge in e.
Element x y z (Å)
O 1.306 1.854 -3.537  -0.62
O 1.475 -3.121 5.438  -0.67
O -3.029 0.980 3.593  -0.83
O -0.184 1.127 6.018  -0.67
O 4.380 1.187 -3.951  -0.91
O 4.228 -1.208 -4.010  -0.93
O -4.544 -0.335 4.513  -0.76
F 1.198 -4.032 -7.918  -0.31
Br -1.527 -4.535 -6.505  0.08
N 0.207 1.073 0.790  -0.28
C 1.507 1.070 -2.627  0.67
C 0.732 -2.163 5.597  0.68
C -3.361 0.003 4.301  0.76
C -0.327 0.845 4.828  0.69
C 1.176 0.918 -0.082  0.03
C -2.940 2.055 -1.779  -0.17
C -1.671 1.800 -2.266  -0.24
C -3.191 2.000 -0.331  -0.27
C 0.716 1.160 -1.428  -0.31
C -2.160 1.693 0.539  0.04
C -0.607 1.466 -1.315  0.19
C -0.537 -2.109 -5.333  -0.21
C 0.367 -1.061 -5.148  -0.20
C 1.844 -2.045 -6.780  -0.26
C 0.928 -3.081 -6.993  0.38
C -0.263 -3.121 -6.256  -0.14
C 1.578 -1.026 -5.855  -0.02
N -0.885 1.413 0.045  -0.15
N -0.039 1.724 3.859  -0.61
N 0.087 -1.674 4.540  -0.60
N 2.356 0.024 -2.810  -0.85
C 0.571 -1.591 6.987  -0.70
C 0.394 3.097 4.097  -0.41
C -2.256 -0.882 4.897  -0.52
C 2.560 0.104 -5.665  -0.66
C -0.846 -0.539 4.373  -0.12
S 3.465 0.046 -4.092  2.24
H 2.195 0.651 0.186  0.21
H -3.748 2.308 -2.461  0.22
H -1.456 1.855 -3.328  0.23
H -4.179 2.203 0.076  0.25
H -2.328 1.669 1.607  0.30
H -1.467 -2.135 -4.770  0.24
H 0.102 -0.272 -4.453  0.23
H 2.765 -2.044 -7.352  0.23
H -0.220 1.441 2.904  0.42
H 0.281 -2.194 3.702  0.40
H 2.617 -0.541 -2.019  0.44
H 0.888 -2.334 7.714  0.22
H -0.468 -1.330 7.167  0.23
H 1.193 -0.704 7.076  0.25
H 0.634 3.582 3.151  0.20
H -0.410 3.645 4.592  0.20
H 1.274 3.098 4.742  0.20
H -2.481 -1.919 4.638  0.22
H -2.283 -0.791 5.983  0.22
H 2.043 1.061 -5.730  0.29
H 3.314 0.087 -6.452  0.26
H -0.974 -0.450 3.294  0.21

Forces on the atoms, in the same order (eV/Å):
O 0.1 0.1 -0.7
O 0.5 -0.6 -0.1
O 1.1 0.5 -0.5
O -0.1 -0.1 -0.4
O -2.4 -0.8 -0.6
O -2.2 0.9 -0.1
O 0.4 -0.4 0.5
F -0.1 0.5 0.5
Br 0.5 0.4 0.0
N -0.5 0.3 0.1
C -1.4 1.2 -0.8
C 0.6 -0.6 1.1
C -1.5 0.0 -0.4
C 0.0 -0.1 1.2
C -0.5 0.0 -1.5
C 1.0 -0.4 1.3
C -0.3 -0.1 1.4
C 1.5 -0.2 -0.8
C 2.0 -1.1 1.9
C -0.6 0.2 -0.9
C -2.1 0.8 -0.4
C 0.4 0.1 -0.3
C -0.1 -0.4 -0.2
C -0.3 -0.2 0.1
C -0.2 0.4 0.4
C 0.1 -0.1 -0.2
C -0.4 -0.5 0.0
N -0.9 0.2 -0.7
N 0.3 0.0 -1.0
N -0.7 1.5 -0.6
N 0.8 -0.5 -0.6
C -0.3 0.1 -0.3
C -0.3 -0.7 0.4
C 0.5 0.4 0.2
C -0.8 0.0 0.1
C -0.5 -0.2 -0.5
S 4.6 -0.1 0.7
H -0.3 0.1 0.3
H 0.1 -0.1 0.1
H 0.2 0.0 0.3
H 0.3 -0.1 0.0
H 0.2 -0.3 0.4
H 0.2 0.0 -0.1
H 0.1 0.0 -0.1
H -0.1 0.0 0.0
H 0.1 0.1 0.2
H 0.1 0.0 -0.1
H 0.2 -0.4 -0.1
H 0.1 -0.1 -0.2
H 0.0 0.3 0.1
H -0.2 0.1 0.1
H 0.0 -0.2 0.0
H 0.1 0.1 0.0
H 0.0 0.1 0.0
H 0.1 0.0 0.1
H -0.1 0.0 0.1
H 0.1 0.1 0.3
H 0.4 -0.1 0.4
H 0.1 -0.1 -0.1

=====

- The highest net charge belongs to which entry?
  C18H16AuN3OPSSe2

=====

Repeat the third record exactly.
# C3H2O2S2

A cluster of 2 separate species, C3H2O2S2 in total (ωB97M-V/def2-TZVPD, OMol25).

Results
energy relative to the best compared isomer or geometry (same formula, charge and spin)	8.526	eV
E_LUMO (spin up / spin down)	-2.4 / -1.3	eV
frontier orbital gap (spin up / spin down)	7.6 / 7.6	eV
net charge	0

Last column: natural (NBO) charge in e.
Element x y z (Å)
C 1.166 0.859 0.082  -0.43
C 1.041 -0.491 0.075  -0.41
C -1.222 0.476 -0.483  -0.27
O -3.071 0.408 0.286  -0.30
O -1.068 -2.166 -0.485  -0.91
S -0.230 1.794 -0.121  0.50
S -0.755 -1.030 0.348  1.33
H 2.174 1.215 -0.078  0.26
H 1.965 -1.064 0.377  0.25

Forces on the atoms, in the same order (eV/Å):
C 1.1 -2.6 -0.9
C 0.0 0.5 1.9
C -4.1 -0.7 2.4
O 3.9 0.6 -1.7
O -0.3 -1.1 -0.2
S -1.1 1.6 -0.3
S 2.0 0.7 -0.8
H -0.1 0.8 0.4
H -1.4 0.1 -0.8